H3NO5PS | ωB97M-V/def2-TZVPD

Geometry as XYZ:
```
11
Properties=species:S:1:pos:R:3:forces:R:3
S -1.919 -0.879 0.623 -1.679 -3.663 0.460
P -0.420 1.359 0.593 0.749 -0.662 -2.063
O 0.535 0.412 1.483 0.410 1.376 0.181
O -2.361 -0.038 1.715 -0.072 1.316 0.066
O -2.989 -1.678 0.016 1.020 0.478 0.231
O 0.817 1.804 -0.464 -5.577 2.108 -1.620
O -0.774 -1.713 1.129 -0.748 0.264 -0.647
N -1.314 0.090 -0.545 1.309 0.034 0.093
H 0.047 -0.413 1.671 -0.101 -1.320 0.170
H 1.606 1.531 -0.180 4.837 -2.014 1.822
H -0.888 -0.643 -1.219 -0.147 2.083 1.306
```
Positions in Å, forces in eV/Å.

Net charge: -1
E_LUMO, eV: 3.66
ΔE to the lowest compared entry with this formula, charge and spin, kcal per mole: 0.0
Highest occupied orbital energy, eV: -5.493
Frontier orbital gap, eV: 9.155